Entry 1:
Density functional theory data (ωB97M-V/def2-TZVPD) for a 2-piece molecular cluster, CO4S overall.

Geometry (Å):
C  -0.90  1.08  0.25
O  -0.41  2.09  0.39
O  1.29  -1.70  -1.31
O  0.55  -0.23  0.50
O  -1.65  0.26  0.09
S  1.12  -1.50  0.08

Values from the calculation:
Highest occupied orbital energy (eV): -12.00
Charge: 0
Total energy (Ha): -737.24617
2S+1: 1
Energy relative to the best compared isomer or geometry (same formula, charge and spin) (kcal per mole): 23.3
LUMO level (eV): -1.7
Kohn-Sham gap (eV): 10.253

---

Entry 2:
Density functional theory data (ωB97M-V/def2-TZVPD) for C28H26Cl5N4O4Ti as an isolated structure.

Geometry (Å):
Ti  -0.13  -0.28  0.01
O  -0.39  1.07  1.24
C  -1.40  1.67  1.88
C  -1.14  2.60  2.88
C  -2.17  3.22  3.57
C  -3.49  2.90  3.25
C  -3.76  2.00  2.24
C  -2.74  1.37  1.51
C  -3.04  0.50  0.42
N  -2.12  -0.13  -0.36
C  -2.66  -0.90  -1.48
C  -1.48  -1.30  -2.36
N  -0.42  -1.64  -1.44
C  0.07  -2.90  -1.39
C  0.76  -3.43  -0.26
C  1.47  -4.65  -0.36
C  2.13  -5.20  0.72
C  2.09  -4.56  1.97
C  1.38  -3.37  2.10
C  0.72  -2.81  1.02
O  0.00  -1.67  1.21
H  -0.10  2.81  3.11
H  -1.95  3.93  4.36
H  -4.31  3.36  3.80
H  -4.79  1.76  1.99
H  -4.09  0.36  0.17
H  -3.40  -0.32  -2.04
H  -3.16  -1.81  -1.11
H  -1.18  -0.45  -2.98
H  -1.75  -2.13  -3.02
H  -0.10  -3.56  -2.24
H  1.51  -5.14  -1.32
H  2.67  -6.13  0.61
H  2.61  -4.98  2.82
H  1.32  -2.87  3.05
Cl  7.54  -0.14  0.27
C  5.83  -0.17  0.04
C  4.96  -0.12  1.13
Cl  5.62  -0.02  2.73
C  3.59  -0.14  0.95
Cl  2.53  -0.02  2.30
C  3.01  -0.24  -0.33
O  1.74  -0.27  -0.56
C  3.91  -0.27  -1.42
Cl  3.22  -0.34  -3.00
C  5.28  -0.23  -1.24
Cl  6.33  -0.28  -2.61
C  1.92  3.03  -0.13
N  1.09  3.54  -1.20
C  1.28  4.94  -1.53
C  0.75  5.25  -2.91
C  -0.69  4.79  -2.98
N  -0.78  3.39  -2.61
C  -1.99  2.70  -2.99
C  0.09  2.78  -1.73
O  -0.07  1.60  -1.45
H  2.96  2.94  -0.45
H  1.56  2.06  0.19
H  1.87  3.71  0.73
H  2.35  5.15  -1.47
H  0.78  5.58  -0.78
H  1.34  4.71  -3.65
H  0.82  6.32  -3.11
H  -1.09  4.90  -3.99
H  -1.32  5.40  -2.32
H  -2.11  2.70  -4.07
H  -2.87  3.19  -2.54
H  -1.95  1.68  -2.63

Values from the calculation:
Highest occupied orbital energy (spin up / spin down) (eV): -2.08 / -5.05
Charge: -1
Total energy (Ha): -4753.22205
2S+1: 3
LUMO level (spin up / spin down) (eV): 2.4 / 2.4
Kohn-Sham gap (spin up / spin down) (eV): 4.438 / 7.400

---

Entry 3:
Density functional theory data (ωB97M-V/def2-TZVPD) for a 2-piece molecular cluster, C5H12NO3 overall.

Geometry (Å):
O  2.19  0.40  1.75
C  1.71  0.98  0.77
O  1.31  2.08  0.56
C  1.74  0.15  -0.65
C  1.03  -1.12  -0.64
C  -0.11  -1.35  0.47
C  -1.39  -0.81  -0.15
N  -2.50  -0.67  0.93
H  1.48  0.77  -1.47
H  2.79  -0.09  -0.85
H  0.57  -1.47  -1.50
H  1.81  -1.92  -0.26
H  0.28  -0.80  1.30
H  -0.22  -2.37  0.78
H  -1.83  -1.50  -0.83
H  -1.10  0.06  -0.75
H  -3.26  -0.12  0.39
H  -2.25  -0.11  1.73
H  -0.14  2.73  -0.11
H  -1.31  2.20  -0.67
O  -0.80  2.94  -0.78

Values from the calculation:
Highest occupied orbital energy (eV): -4.22
Charge: -1
Total energy (Ha): -478.21237
2S+1: 1
Energy relative to the best compared isomer or geometry (same formula, charge and spin) (kcal per mole): 47.8
LUMO level (eV): 3.7
Kohn-Sham gap (eV): 7.915

---

Entry 4:
Density functional theory data (ωB97M-V/def2-TZVPD) for C5H9NO in the gas phase.

Geometry (Å):
C  -1.69  0.05  2.03
C  -1.49  -0.62  0.85
C  -1.10  0.08  -0.45
C  0.40  -0.37  -0.95
N  0.79  0.50  -2.11
C  1.15  -0.37  0.26
O  1.89  0.57  0.57
H  -2.30  -0.25  2.92
H  -1.12  0.94  2.31
H  -2.08  -1.54  0.81
H  -1.78  -0.15  -1.28
H  -1.08  1.19  -0.29
H  0.23  -1.23  -1.51
H  1.08  1.52  -1.94
H  1.86  0.14  -2.26
H  0.94  -1.23  0.91

Values from the calculation:
Highest occupied orbital energy (eV): -9.43
Charge: 0
Total energy (Ha): -325.81485
2S+1: 1
Energy relative to the best compared isomer or geometry (same formula, charge and spin) (kcal per mole): 77.0
LUMO level (eV): 0.9
SMILES: C=CC[C@@H](N)C=O
Kohn-Sham gap (eV): 10.302

---

Entry 5:
Density functional theory data (ωB97M-V/def2-TZVPD) for a 2-piece molecular cluster, C20H10Cl6NO3S overall.

Geometry (Å):
Cl  0.43  0.98  -0.24
C  -3.67  1.40  -2.29
Cl  -3.29  2.87  -1.49
C  -2.96  1.15  -3.56
O  -2.00  1.84  -3.91
C  -3.41  -0.03  -4.33
Cl  -2.70  -0.27  -5.85
C  -4.20  -1.00  -3.72
Cl  -4.70  -2.37  -4.63
C  -4.52  -0.89  -2.33
Cl  -5.10  -2.25  -1.50
C  -4.32  0.36  -1.64
Cl  -4.74  0.53  0.04
C  -0.35  3.53  4.18
C  0.72  2.79  4.69
C  1.01  1.53  4.15
C  0.25  1.01  3.11
S  0.82  -0.52  2.33
C  1.57  0.04  0.73
C  2.29  -1.03  -0.10
C  3.17  -0.56  -1.08
C  3.90  -1.44  -1.89
C  3.70  -2.81  -1.78
C  4.50  -3.71  -2.59
N  5.13  -4.43  -3.26
C  2.87  -3.30  -0.75
C  2.12  -2.41  0.04
O  2.02  -0.89  3.05
O  -0.28  -1.43  2.16
C  -0.83  1.74  2.62
C  -1.12  3.01  3.13
H  -0.57  4.50  4.60
H  1.34  3.17  5.50
H  1.86  0.97  4.53
H  2.34  0.70  1.16
H  3.29  0.52  -1.17
H  4.62  -1.04  -2.61
H  2.80  -4.38  -0.58
H  1.41  -2.83  0.77
H  -1.43  1.34  1.81
H  -1.94  3.59  2.71

Values from the calculation:
Highest occupied orbital energy (eV): -3.76
Charge: -1
Total energy (Ha): -4207.99780
2S+1: 1
Energy relative to the best compared isomer or geometry (same formula, charge and spin) (kcal per mole): 5.7
LUMO level (eV): 1.7
Kohn-Sham gap (eV): 5.473

---

Entry 6:
Density functional theory data (ωB97M-V/def2-TZVPD) for a 2-piece molecular cluster, C7H9BrF2N2O2 overall.

Geometry (Å):
C  -1.78  -2.26  -0.85
C  -0.98  -3.87  0.26
C  -0.82  -1.76  0.00
C  1.32  1.06  1.14
C  -0.63  1.54  -1.33
C  -0.35  -0.39  0.04
C  -2.10  0.50  1.07
N  -1.87  -3.62  -0.67
N  -0.29  -2.80  0.72
O  0.64  -0.17  0.92
O  -0.40  0.21  -1.20
F  -1.89  1.64  1.74
F  -2.39  -0.41  2.03
Br  -3.69  0.66  -0.16
H  -2.38  -1.65  -1.56
H  -0.65  -4.80  0.73
H  1.54  1.70  0.23
H  2.31  0.62  1.46
H  0.91  1.67  2.04
H  0.25  2.30  -1.60
H  -0.89  1.92  -0.39
H  -1.33  1.59  -2.02
H  0.45  -2.81  1.47

Values from the calculation:
Highest occupied orbital energy (eV): -8.31
Charge: 0
Total energy (Ha): -3305.74028
2S+1: 1
LUMO level (eV): 0.5
Kohn-Sham gap (eV): 8.797

---

Entry 7:
Density functional theory data (ωB97M-V/def2-TZVPD) for a 2-piece molecular cluster, C7H6ClIN2O2 overall.

Geometry (Å):
C  -2.78  -2.95  0.65
C  -3.05  -2.45  1.67
C  0.64  1.74  0.56
C  -0.49  1.03  0.42
C  -1.79  1.68  0.38
C  -4.01  0.79  0.80
C  2.04  1.26  0.27
N  -2.90  1.05  0.42
N  -0.50  -0.40  0.18
O  0.01  -1.11  0.99
O  -1.08  -0.77  -0.81
Cl  -1.77  3.47  0.17
I  -5.54  -0.08  -0.34
H  -2.76  -3.32  -0.40
H  -3.42  -2.20  2.66
H  0.59  2.76  0.67
H  2.61  1.34  1.23
H  2.25  0.16  -0.06
H  2.48  2.12  -0.30

Values from the calculation:
Highest occupied orbital energy (spin up / spin down) (eV): -7.95 / -7.96
Charge: 0
Total energy (Ha): -1287.90189
2S+1: 1
Energy relative to the best compared isomer or geometry (same formula, charge and spin) (kcal per mole): 32.6
LUMO level (spin up / spin down) (eV): -1.0 / -1.0
Kohn-Sham gap (spin up / spin down) (eV): 6.929 / 6.932

---

Entry 8:
Density functional theory data (ωB97M-V/def2-TZVPD) for C41H50N3O6RuS2 as an isolated structure.

Geometry (Å):
Ru  -0.28  0.40  -0.56
C  0.67  -2.84  -1.07
C  -0.20  -2.28  -1.98
C  0.41  -0.95  -2.35
C  1.48  -0.73  -1.40
C  1.75  -1.99  -0.77
C  3.04  -2.39  -0.11
C  3.27  -1.58  1.17
C  4.20  -2.09  -1.08
C  3.05  -3.88  0.24
C  0.76  -0.49  -3.79
C  1.13  0.99  -3.91
C  -0.26  -0.77  -4.88
C  2.03  -1.31  -4.13
C  -1.48  -3.04  -2.37
C  -1.22  -4.00  -3.56
C  -2.68  -2.14  -2.66
C  -1.89  -3.95  -1.19
H  0.55  -3.83  -0.66
H  2.24  0.01  -1.57
H  3.24  -0.50  0.97
H  4.26  -1.81  1.58
H  2.53  -1.84  1.93
H  4.27  -1.02  -1.31
H  4.07  -2.64  -2.02
H  5.14  -2.40  -0.63
H  2.24  -4.13  0.92
H  3.99  -4.13  0.72
H  2.95  -4.50  -0.66
H  0.24  1.60  -4.02
H  1.74  1.13  -4.81
H  1.70  1.37  -3.06
H  -1.25  -0.38  -4.65
H  -0.34  -1.83  -5.09
H  0.08  -0.29  -5.80
H  2.91  -0.95  -3.60
H  2.22  -1.22  -5.20
H  1.89  -2.37  -3.90
H  -1.35  -3.50  -4.52
H  -1.95  -4.81  -3.52
H  -0.22  -4.44  -3.53
H  -2.43  -1.28  -3.28
H  -3.11  -1.77  -1.73
H  -3.44  -2.73  -3.18
H  -1.24  -4.83  -1.10
H  -2.90  -4.31  -1.37
H  -1.88  -3.41  -0.24
O  -0.96  -2.64  1.69
C  -0.34  -1.65  2.00
N  0.12  -1.33  3.25
C  0.82  -0.06  3.35
C  0.78  0.31  1.85
O  1.26  1.29  1.28
N  0.08  -0.61  1.15
C  0.08  0.98  4.20
C  -0.91  0.59  5.10
C  -1.53  1.52  5.92
C  -1.16  2.85  5.87
C  -0.16  3.25  4.98
C  0.45  2.33  4.15
C  2.24  -0.20  3.95
C  2.45  -1.16  4.94
C  3.69  -1.29  5.55
C  4.73  -0.45  5.19
C  4.52  0.52  4.21
C  3.29  0.64  3.60
H  -0.08  -1.94  4.03
H  -1.22  -0.45  5.15
H  -2.30  1.19  6.61
H  -1.62  3.58  6.53
H  0.14  4.29  4.94
H  1.21  2.65  3.45
H  1.64  -1.82  5.25
H  3.83  -2.04  6.31
H  5.70  -0.54  5.67
H  5.33  1.18  3.92
H  3.14  1.39  2.83
C  -2.11  3.89  2.10
S  -2.26  2.11  2.04
C  -3.98  2.05  1.53
O  -1.50  1.69  0.81
H  -2.12  4.24  1.08
H  -1.16  4.12  2.57
H  -2.93  4.29  2.70
H  -4.60  2.24  2.40
H  -4.15  1.05  1.14
H  -4.15  2.80  0.75
O  -2.63  0.55  -1.28
C  -2.24  1.58  -1.84
N  -0.92  1.90  -1.82
S  -0.71  3.54  -2.14
O  -0.73  4.26  -0.90
O  0.37  3.74  -3.04
C  -2.30  3.68  -2.90
C  -2.82  4.71  -3.65
C  -4.14  4.60  -4.07
C  -4.91  3.48  -3.74
C  -4.37  2.44  -2.98
C  -3.06  2.56  -2.57
H  -2.22  5.58  -3.90
H  -4.57  5.39  -4.66
H  -5.93  3.42  -4.09
H  -4.95  1.57  -2.73

Values from the calculation:
Highest occupied orbital energy (spin up / spin down) (eV): -10.67 / -11.28
Charge: +1
Total energy (Ha): -3099.02238
2S+1: 5
Energy relative to the best compared isomer or geometry (same formula, charge and spin) (kcal per mole): 18.4
LUMO level (spin up / spin down) (eV): -3.9 / -5.2
Kohn-Sham gap (spin up / spin down) (eV): 6.805 / 6.049